Entry 1:
{
  "formula": "C31H55N4OP2Pd",
  "method": "the ωB97M-V functional and the def2-TZVPD basis",
  "charge": 1,
  "molar_mass_g_mol": 668.18,
  "spin_multiplicity": 3,
  "homo_lumo_gap_ev": [7.573, 6.275],
  "relative_energy_kcal_mol": 0.0,
  "species": ["Pd", "C", "C", "C", "P", "C", "C", "C", "C", "C", "C", "C", "C", "C", "C", "N", "C", "C", "C", "C", "C", "C", "C", "P", "C", "C", "C", "C", "C", "C", "H", "H", "H", "H", "H", "H", "H", "H", "H", "H", "H", "H", "H", "H", "H", "H", "H", "H", "H", "H", "H", "H", "H", "H", "H", "H", "H", "H", "H", "H", "H", "H", "H", "H", "H", "H", "H", "H", "H", "H", "O", "H", "H", "C", "N", "C", "C", "N", "N", "C", "C", "H", "H", "H", "H", "H", "H", "H", "H", "H", "H", "H", "H", "H"],
  "coordinates": [[0.0350, 0.6862, 0.2626], [0.5182, 1.6431, 3.8154], [-0.9832, 1.4068, 3.6556], [-1.7293, 2.7308, 3.4965], [-1.2482, 0.2976, 2.2020], [-3.0601, -0.0837, 2.1796], [-3.3137, -1.4769, 1.6033], [-3.8011, 0.9606, 1.3415], [-0.4777, -1.2511, 2.8090], [-0.7867, -1.7927, 4.0470], [-0.1303, -2.9120, 4.5509], [-0.4700, -3.4793, 5.8978], [0.8872, -3.4777, 3.7757], [1.1998, -2.9836, 2.5304], [0.4987, -1.8785, 2.0010], [0.7813, -1.3148, 0.7823], [1.4198, -1.9862, -0.2390], [1.2933, -3.3678, -0.4538], [1.9181, -3.9696, -1.5280], [2.6999, -3.2314, -2.4134], [3.3823, -3.8834, -3.5813], [2.8022, -1.8532, -2.2122], [2.1585, -1.2100, -1.1694], [2.1106, 0.6007, -0.9015], [2.4011, 1.4518, -2.5205], [1.3699, 0.9925, -3.5523], [3.8206, 1.4715, -3.0863], [3.6284, 0.9464, 0.0904], [3.6303, 0.1435, 1.3888], [3.6924, 2.4452, 0.3864], [0.7082, 2.2791, 4.6816], [1.0679, 0.7105, 3.9534], [0.9187, 2.1401, 2.9270], [-1.3625, 0.8924, 4.5439], [-1.5157, 3.1865, 2.5261], [-2.8082, 2.6093, 3.5873], [-1.4113, 3.4268, 4.2747], [-3.4197, -0.0518, 3.2140], [-2.8754, -1.5675, 0.6055], [-2.8993, -2.2669, 2.2277], [-4.3875, -1.6469, 1.5067], [-3.5142, 0.8614, 0.2931], [-4.8788, 0.8053, 1.4202], [-3.5840, 1.9837, 1.6456], [-1.5584, -1.3305, 4.6535], [-1.2975, -2.9426, 6.3584], [-0.7482, -4.5311, 5.8170], [0.3882, -3.4220, 6.5694], [1.4484, -4.3171, 4.1688], [2.0187, -3.4158, 1.9731], [0.6646, -3.9539, 0.2021], [1.7954, -5.0342, -1.6861], [3.5015, -4.9539, -3.4234], [2.7992, -3.7453, -4.4946], [4.3670, -3.4492, -3.7532], [3.3983, -1.2812, -2.9098], [2.1432, 2.4855, -2.2583], [1.5637, -0.0302, -3.8808], [0.3615, 1.0389, -3.1383], [1.4089, 1.6367, -4.4327], [4.1544, 0.4897, -3.4193], [3.8512, 2.1314, -3.9555], [4.5486, 1.8451, -2.3673], [4.4927, 0.6510, -0.5113], [2.7480, 0.3801, 1.9881], [3.6428, -0.9317, 1.2058], [4.5173, 0.3937, 1.9735], [2.8183, 2.7460, 0.9705], [4.5844, 2.6776, 0.9701], [3.7224, 3.0514, -0.5205], [-0.1886, 3.7402, 0.2951], [0.3013, 4.2056, 0.9815], [0.3024, 3.8997, -0.5180], [-2.2084, -0.1554, -4.3012], [-2.1358, 0.0155, -2.8580], [-1.4558, -1.0651, -2.1748], [-2.2078, 1.2605, -2.2870], [-1.4731, 1.5928, -1.2764], [-3.1092, 2.1223, -2.8906], [-3.0688, 3.5194, -2.5068], [-4.4565, 1.6462, -3.1862], [-1.2175, -0.3982, -4.6994], [-2.5561, 0.7557, -4.7774], [-2.8859, -0.9728, -4.5569], [-1.9231, -2.0093, -2.4621], [-1.5399, -0.9389, -1.0980], [-0.3924, -1.1175, -2.4356], [-1.7853, 2.4640, -0.8647], [-3.4945, 3.6982, -1.5102], [-3.6505, 4.0926, -3.2271], [-2.0445, 3.8885, -2.5243], [-4.4590, 0.5718, -3.3392], [-4.8330, 2.1310, -4.0875], [-5.1384, 1.8776, -2.3599]],
  "mulliken_charge": [0.035, -1.457, 0.421, -1.424, 1.651, 0.459, -1.404, -1.546, -1.204, -0.099, 0.518, -1.747, -1.076, -0.862, 0.182, 1.185, -0.655, -0.537, -1.060, 0.470, -1.584, -0.487, 0.164, 1.134, 0.560, -1.273, -1.597, 0.562, -1.692, -1.322, 0.568, 0.232, 0.101, 0.595, 0.111, 0.355, 0.450, 0.785, 0.057, 0.319, 0.494, 0.234, 0.544, 0.286, 0.191, 0.343, 0.374, 0.378, 0.434, 0.601, 0.663, 0.418, 0.413, 0.283, 0.386, 0.245, 0.462, 0.214, 0.059, 0.605, 0.222, 0.506, 0.346, 0.647, 0.091, 0.261, 0.613, 0.046, 0.506, 0.331, -0.477, 0.265, 0.226, -1.224, 0.195, -0.174, 0.119, 0.232, 0.069, -1.075, -1.166, 0.323, 0.422, 0.323, 0.492, -0.660, 0.092, -0.145, 0.340, 0.329, 0.307, 0.414, 0.332, 0.357]
}

=====

Entry 2:
{
  "formula": "C31H56BrNO10",
  "method": "the ωB97M-V functional and the def2-TZVPD basis",
  "smiles": "CC(=O)OCCCCCCCC[C@@H]1C[C@](Br)(CC(=O)O)NC1=O.CC(C)=O.CC(C)=O.CC(C)=O.CC(C)=O.CC(C)=O",
  "molar_mass_g_mol": 682.69,
  "homo_lumo_gap_ev": 9.836,
  "species": ["C", "C", "O", "O", "C", "C", "C", "C", "C", "C", "C", "C", "C", "C", "C", "Br", "C", "C", "O", "O", "N", "C", "O", "H", "H", "H", "H", "H", "H", "H", "H", "H", "H", "H", "H", "H", "H", "H", "H", "H", "H", "H", "H", "H", "H", "H", "H", "H", "H", "C", "C", "C", "O", "H", "H", "H", "H", "H", "H", "C", "C", "C", "O", "H", "H", "H", "H", "H", "H", "C", "C", "C", "O", "H", "H", "H", "H", "H", "H", "C", "C", "C", "O", "H", "H", "H", "H", "H", "H", "C", "C", "C", "O", "H", "H", "H", "H", "H", "H"],
  "coordinates": [[3.1728, 0.7579, 3.0572], [3.5716, 2.2613, 2.7160], [4.7126, 2.4613, 2.2110], [2.7498, 3.4069, 2.8820], [1.4761, 3.2902, 2.1972], [1.3991, 4.0294, 0.7799], [2.4440, 3.5171, -0.3228], [1.7770, 2.8206, -1.6162], [2.1118, 1.2639, -1.7839], [2.0550, 0.4075, -0.4256], [1.4282, -1.0592, -0.5701], [-0.1588, -1.1041, -0.7812], [-0.9329, -0.0028, 0.0819], [-2.3739, -0.3380, 0.7080], [-2.7713, 1.1873, 1.1633], [-2.3300, 1.4200, 3.0970], [-4.2571, 1.7045, 0.8071], [-4.2312, 3.1818, 0.1502], [-4.3408, 4.1919, 0.8931], [-4.1318, 3.4034, -1.2569], [-1.9188, 2.1685, 0.3682], [-1.3785, 1.3198, -0.7511], [-1.3311, 1.5406, -1.9712], [3.1089, 0.5358, 4.1711], [2.2284, 0.4355, 2.4797], [4.0141, 0.0916, 2.6351], [0.7008, 3.8142, 2.8768], [1.0926, 2.2076, 2.1010], [0.3271, 3.9017, 0.3671], [1.5367, 5.1499, 0.9474], [3.0086, 4.4613, -0.7003], [3.2489, 2.8082, 0.0601], [2.2340, 3.3465, -2.5392], [0.6677, 3.0798, -1.6208], [3.1670, 1.1435, -2.2162], [1.3795, 0.7707, -2.5222], [1.5648, 1.0390, 0.3865], [3.1514, 0.2565, -0.0893], [1.9640, -1.6714, -1.3676], [1.6360, -1.6002, 0.4327], [-0.4334, -0.9869, -1.8970], [-0.5859, -2.1452, -0.4862], [-0.2948, 0.1747, 1.0224], [-3.2112, -0.6834, 0.0029], [-2.2189, -1.0146, 1.6146], [-4.8097, 1.8337, 1.8046], [-4.8721, 0.9751, 0.1851], [-3.2085, 3.7172, -1.4234], [-1.0338, 2.2989, 0.9056], [3.3928, -1.0666, -4.6725], [1.8975, -1.1514, -4.8263], [1.3413, -1.1168, -6.2248], [1.1670, -1.2443, -3.8578], [3.6502, -1.1029, -3.6117], [3.8669, -1.9112, -5.1770], [3.7564, -0.1247, -5.0888], [1.7242, -1.9637, -6.7982], [1.6138, -0.1772, -6.7101], [0.2523, -1.1861, -6.1828], [-0.0917, -5.0926, -0.5847], [-1.0558, -4.9584, 0.5645], [-1.8874, -6.1628, 0.9151], [-1.1583, -3.9160, 1.1861], [0.4398, -4.1487, -0.7240], [0.6374, -5.8764, -0.3684], [-0.6369, -5.3259, -1.5017], [-1.2378, -6.9938, 1.1982], [-2.5124, -6.4430, 0.0647], [-2.5353, -5.9217, 1.7605], [-6.9101, -0.6445, -3.3237], [-5.6495, -0.2747, -2.5876], [-5.1888, 1.1552, -2.6748], [-5.0262, -1.1019, -1.9451], [-7.1205, -1.7054, -3.1714], [-7.7498, -0.0622, -2.9385], [-6.7828, -0.4629, -4.3929], [-5.9515, 1.8171, -2.2600], [-4.9843, 1.4179, -3.7150], [-4.2719, 1.2744, -2.0983], [-2.3152, -7.6422, 4.7088], [-1.3875, -8.5760, 3.9776], [-0.0133, -8.7833, 4.5573], [-1.7352, -9.1425, 2.9565], [-3.2680, -7.5899, 4.1777], [-2.4976, -8.0148, 5.7190], [-1.8805, -6.6409, 4.7473], [-0.0929, -9.2068, 5.5607], [0.5241, -7.8330, 4.5891], [0.5438, -9.4795, 3.9269], [5.4422, 8.0636, 0.9284], [4.5254, 6.8864, 1.1321], [4.3152, 6.4085, 2.5435], [3.9764, 6.3434, 0.1911], [5.4996, 8.2976, -0.1368], [5.0512, 8.9351, 1.4578], [6.4443, 7.8207, 1.2880], [3.8743, 7.2072, 3.1444], [5.2674, 6.0922, 2.9745], [3.6336, 5.5563, 2.5395]],
  "mulliken_charge": [-0.621, 0.644, -0.560, -0.297, -0.309, -0.524, -0.218, -0.621, -0.349, 1.053, -0.881, 0.258, 1.204, -1.060, 0.302, -0.056, -0.500, 0.540, -0.565, -0.495, 0.079, 0.020, -0.587, 0.338, -0.002, 0.270, 0.332, -0.020, 0.298, 0.413, 0.297, 0.048, 0.441, 0.134, 0.314, -0.147, -1.139, 0.609, 0.267, 0.313, 0.130, -0.305, -0.551, 0.199, 0.441, 0.466, 0.177, 0.323, -0.273, -1.105, 0.899, -1.271, -0.446, 0.210, 0.423, 0.314, 0.347, 0.351, 0.307, -0.745, 0.927, -1.150, -0.553, -0.009, 0.400, 0.311, 0.280, 0.369, 0.250, -1.280, 0.810, -0.435, -0.526, 0.334, 0.314, 0.324, 0.326, 0.475, -0.276, -1.115, 0.892, -1.130, -0.557, 0.281, 0.394, 0.294, 0.347, 0.301, 0.306, -1.272, 0.776, -0.497, -0.493, 0.325, 0.318, 0.331, 0.345, 0.353, -0.203]
}